ORCA calculation (the ωB97M-V functional and the def2-TZVPD basis) on a structure of composition C30H77InN5O8 in a non-equilibrium geometry.

Results
LUMO level (eV): 1.96
DFT total energy (eV): -61359.22511
Strongest force on any atom (eV/Å): 2.18
Total charge: -1
Kohn-Sham gap (eV): 6.01
Spin multiplicity: 1

Cartesian coordinates (Å):
C  7.150  -2.910  0.165
C  6.708  -2.176  -1.083
O  5.317  -2.231  -1.147
C  4.816  -2.393  -2.500
In  4.233  -4.537  -2.950
C  2.732  -4.500  -4.616
C  3.464  -5.431  -1.052
C  2.023  -5.980  -1.178
C  1.042  -4.930  -0.672
C  -0.353  -5.078  -1.271
O  -0.911  -3.749  -1.444
C  -2.217  -3.698  -1.459
C  -2.743  -2.313  -1.642
O  -2.953  -4.626  -1.360
H  8.214  -2.777  0.333
H  6.954  -3.961  0.044
H  6.626  -2.544  1.033
H  7.158  -2.677  -1.928
H  7.043  -1.139  -1.023
H  3.944  -1.747  -2.592
H  5.528  -2.044  -3.241
H  5.727  -5.380  -3.468
H  3.069  -5.067  -5.465
H  2.624  -3.467  -4.930
H  1.774  -4.854  -4.255
H  3.426  -4.620  -0.336
H  4.133  -6.176  -0.640
H  1.797  -6.251  -2.196
H  1.967  -6.849  -0.534
H  0.919  -4.984  0.399
H  1.451  -3.956  -0.909
H  -0.936  -5.672  -0.589
H  -0.275  -5.513  -2.256
H  -2.448  -1.732  -0.775
H  -2.282  -1.831  -2.491
H  -3.809  -2.340  -1.711
C  -3.692  -5.062  4.335
C  -3.399  -4.890  2.847
C  -3.363  -3.426  2.389
O  -4.635  -2.817  2.248
C  -5.204  -2.328  3.446
N  -4.363  -5.680  2.076
H  -4.746  -4.911  4.567
H  -3.436  -6.073  4.653
H  -3.105  -4.364  4.936
H  -2.403  -5.304  2.663
H  -2.919  -3.401  1.390
H  -2.718  -2.816  3.035
H  -4.445  -1.940  4.131
H  -5.793  -3.103  3.943
H  -5.883  -1.515  3.184
H  -4.100  -5.653  1.093
H  -5.253  -5.189  2.106
C  1.262  1.519  -0.904
C  1.278  0.140  -1.568
C  1.195  0.191  -3.100
O  -0.097  0.480  -3.611
C  -0.423  1.857  -3.615
N  0.207  -0.679  -0.991
H  0.262  1.958  -0.883
H  1.597  1.444  0.132
H  1.932  2.212  -1.419
H  2.234  -0.330  -1.319
H  1.450  -0.799  -3.485
H  1.934  0.891  -3.513
H  0.460  2.472  -3.810
H  -0.880  2.159  -2.671
H  -1.151  2.036  -4.406
H  0.288  -1.625  -1.359
H  -0.668  -0.339  -1.382
C  4.662  3.770  0.566
C  5.163  2.522  -0.156
C  6.653  2.233  0.066
O  7.536  3.064  -0.670
C  7.789  4.330  -0.097
N  4.839  2.638  -1.583
H  4.968  4.688  0.064
H  3.572  3.770  0.599
H  5.027  3.803  1.595
H  4.608  1.671  0.248
H  6.852  1.220  -0.282
H  6.909  2.256  1.134
H  7.801  4.284  0.996
H  7.054  5.068  -0.428
H  8.770  4.660  -0.442
H  5.073  1.762  -2.044
H  5.488  3.310  -1.985
C  -8.407  3.041  5.065
C  -7.288  2.425  5.900
C  -6.602  1.226  5.229
O  -7.343  0.022  5.264
C  -8.336  -0.099  4.262
N  -7.818  2.085  7.225
H  -9.317  2.442  5.091
H  -8.663  4.028  5.450
H  -8.103  3.157  4.023
H  -6.522  3.195  6.033
H  -5.682  1.015  5.780
H  -6.305  1.462  4.198
H  -8.029  0.377  3.327
H  -9.288  0.321  4.597
H  -8.491  -1.162  4.077
H  -7.053  1.777  7.819
H  -8.395  1.254  7.118
C  0.014  5.616  -1.318
C  0.348  5.711  -2.803
C  0.611  7.144  -3.289
O  -0.549  7.937  -3.460
C  -1.055  8.528  -2.278
N  -0.716  5.054  -3.569
H  -1.008  5.928  -1.105
H  0.112  4.585  -0.978
H  0.692  6.230  -0.721
H  1.272  5.147  -2.963
H  1.067  7.084  -4.281
H  1.332  7.657  -2.639
H  -0.252  8.803  -1.588
H  -1.761  7.863  -1.776
H  -1.593  9.432  -2.564
H  -0.444  5.016  -4.548
H  -1.526  5.669  -3.565

Atomic partial charges in e from the Löwdin method, atoms 1 to 8: number 1, C, carries -0.077; number 2, C, carries -0.338; number 3, O, carries -0.267; number 4, C, carries -0.296; number 5, In, carries 0.627; number 6, C, carries -0.257; number 7, C, carries -0.299; number 8, C, carries -0.312


ORCA calculation (the ωB97M-V functional and the def2-TZVPD basis) on a structure of composition C6H10Cl6O8S2 in a non-equilibrium geometry.

Results
LUMO level (eV): 0.38
DFT total energy (eV): -119566.70498
Strongest force on any atom (eV/Å): 3.57
Energy above the lowest of the compared OMol25 structures with the same formula, charge and spin (kJ/mol): 0.0
Kohn-Sham gap (eV): 11.46
Spin multiplicity: 1

Cartesian coordinates (Å):
C  -7.478  -13.939  -5.069
C  -8.206  -13.369  -3.850
O  -9.533  -13.055  -4.231
S  -9.536  -12.896  -5.804
O  -9.058  -11.644  -6.310
O  -10.796  -13.354  -6.232
O  -8.435  -14.107  -6.100
H  -7.088  -14.927  -4.859
H  -6.650  -13.268  -5.330
H  -7.651  -12.470  -3.534
H  -8.344  -14.050  -2.980
C  -10.721  -10.044  -10.018
C  -10.994  -11.337  -9.253
O  -9.909  -12.212  -9.401
S  -8.723  -11.316  -10.095
O  -7.939  -12.071  -10.965
O  -8.146  -10.576  -9.072
O  -9.785  -10.422  -10.968
H  -10.386  -9.259  -9.333
H  -11.585  -9.766  -10.520
H  -11.859  -11.866  -9.696
H  -11.145  -11.153  -8.184
C  -4.562  -7.641  -3.351
Cl  -6.197  -7.848  -2.728
Cl  -3.584  -9.066  -3.038
Cl  -3.796  -6.157  -2.765
H  -4.759  -7.562  -4.412
C  -5.946  -10.591  -6.920
Cl  -6.160  -10.641  -5.113
Cl  -5.030  -11.966  -7.476
Cl  -5.268  -9.020  -7.388
H  -6.974  -10.625  -7.289

Atomic partial charges in e from the Löwdin method, atoms 1 to 8: number 1, C, carries -0.212; number 2, C, carries -0.184; number 3, O, carries -0.167; number 4, S, carries 0.620; number 5, O, carries -0.234; number 6, O, carries -0.210; number 7, O, carries -0.161; number 8, H, carries 0.132


ORCA calculation (the ωB97M-V functional and the def2-TZVPD basis) on a cluster of 6 separate species, C2H16NO5 in total in a non-equilibrium geometry.

Results
LUMO level (eV): -3.88
DFT total energy (eV): -14054.66394
Strongest force on any atom (eV/Å): 2.12
Total charge: +1
Energy above the lowest of the compared OMol25 structures with the same formula, charge and spin (kJ/mol): 89.1
Kohn-Sham gap (eV): 10.62
Spin multiplicity: 1

Cartesian coordinates (Å):
C  2.333  -0.570  0.586
C  2.738  1.648  -0.144
N  1.900  0.733  0.080
H  1.781  -1.316  0.020
H  2.083  -0.633  1.648
H  3.412  -0.706  0.670
H  3.787  1.392  -0.140
H  2.350  2.617  -0.388
H  0.894  0.885  0.149
H  -0.723  1.810  -1.947
H  -1.016  0.668  -1.030
O  -0.461  1.459  -1.089
H  -2.495  -1.193  1.203
H  -2.507  -1.292  2.792
O  -2.059  -0.909  2.028
H  -2.564  -1.537  -1.200
H  -3.503  -0.715  -0.492
O  -3.168  -1.626  -0.441
H  -0.443  1.712  2.119
H  -0.479  0.117  2.214
O  0.070  0.903  2.060
H  -0.948  -0.627  -3.449
H  -0.360  -1.873  -2.657
O  -0.623  -0.947  -2.591

Atomic partial charges in e from the Löwdin method, atoms 1 to 8: number 1, C, carries -0.006; number 2, C, carries 0.169; number 3, N, carries -0.011; number 4, H, carries 0.105; number 5, H, carries 0.102; number 6, H, carries 0.105; number 7, H, carries 0.124; number 8, H, carries 0.121


ORCA calculation (the ωB97M-V functional and the def2-TZVPD basis) on a cluster of 10 separate species, C52H57ClN4O12 in total in a non-equilibrium geometry.

Results
LUMO level (eV): 0.07
DFT total energy (eV): -97885.46565
Strongest force on any atom (eV/Å): 10.91
Energy above the lowest of the compared OMol25 structures with the same formula, charge and spin (kJ/mol): 32.4
Kohn-Sham gap (eV): 7.77
Spin multiplicity: 1

Cartesian coordinates (Å):
C  1.355  27.265  41.208
C  2.289  27.432  40.013
N  3.003  28.737  39.985
C  4.118  29.114  39.330
C  4.523  30.395  39.677
N  3.461  30.926  40.473
C  2.679  29.867  40.718
C  3.540  32.198  41.101
H  0.694  28.011  41.356
H  1.909  27.107  41.905
H  0.526  26.427  41.158
H  1.680  27.477  39.004
H  2.880  26.588  39.998
H  4.580  28.338  38.748
H  5.188  31.024  39.503
H  1.771  29.961  41.298
H  3.107  32.238  42.196
H  2.807  32.839  40.621
H  4.511  32.675  41.263
Cl  0.621  31.376  43.618
N  8.452  30.439  37.001
C  8.601  31.810  36.843
C  7.605  32.579  36.346
C  6.379  32.122  36.048
C  6.090  30.721  36.215
C  7.172  29.892  36.727
H  9.585  32.039  36.953
H  7.775  33.757  36.335
H  5.306  32.621  35.771
H  5.169  30.302  35.966
H  6.938  28.854  37.006
N  -2.013  24.719  42.950
C  -2.577  25.948  42.587
C  -3.875  25.961  42.062
C  -4.688  24.779  42.073
C  -4.045  23.571  42.282
C  -2.751  23.617  42.739
H  -2.087  26.873  42.362
H  -4.512  26.909  41.783
H  -5.845  24.675  41.954
H  -4.441  22.568  42.138
H  -2.207  22.785  43.039
C  0.022  35.166  42.054
C  -1.330  34.702  42.283
C  -2.327  35.728  42.566
C  -1.962  37.104  42.461
C  -0.628  37.407  42.257
C  0.348  36.405  42.001
O  1.690  36.776  41.809
O  -3.586  35.452  42.824
H  0.569  34.294  41.804
H  -1.759  33.713  42.340
H  -2.725  37.991  42.493
H  -0.275  38.321  41.987
H  1.980  37.652  41.919
H  -3.562  34.690  43.452
C  7.119  27.487  40.100
C  7.222  26.717  38.766
C  6.224  25.736  38.598
C  5.437  25.296  39.723
C  5.572  25.824  40.960
C  6.295  26.955  41.083
O  6.255  27.444  42.376
O  6.159  25.087  37.361
H  8.041  28.245  40.227
H  7.970  26.957  38.043
H  4.665  24.480  39.598
H  5.134  25.571  41.886
H  6.292  28.367  42.640
H  6.997  25.242  36.878
C  -0.367  25.756  37.319
C  1.036  25.936  36.730
C  2.153  25.215  37.092
C  1.964  24.403  38.182
C  0.669  24.170  38.832
C  -0.517  24.821  38.375
O  -1.810  24.457  38.813
O  3.245  25.188  36.390
H  -1.278  26.229  37.088
H  1.022  26.669  35.983
H  2.817  23.875  38.535
H  0.595  23.305  39.570
H  -1.898  24.576  39.654
H  4.182  25.087  36.949
C  5.744  34.536  38.755
C  7.143  35.159  38.905
C  7.209  36.614  38.998
C  5.995  37.371  39.089
C  4.736  36.772  38.898
C  4.537  35.357  38.708
O  3.396  34.661  38.784
O  8.372  37.241  39.382
H  5.771  33.381  38.538
H  8.087  34.567  39.037
H  6.066  38.431  39.260
H  3.947  37.353  39.124
H  2.834  35.409  38.946
H  8.205  38.218  39.660
C  0.856  29.562  37.460
C  1.793  30.514  36.696
C  1.931  31.823  37.037
C  1.261  32.382  38.152
C  0.306  31.595  38.875
C  -0.002  30.270  38.475
O  -1.023  29.586  39.045
O  2.930  32.579  36.488
H  0.597  28.682  37.102
H  2.271  29.988  35.866
H  1.375  33.343  38.421
H  -0.242  31.952  39.569
H  -0.906  29.472  39.951
H  3.303  33.321  37.069
C  3.734  27.454  45.003
C  4.109  26.638  46.263
C  3.749  27.152  47.518
C  3.322  28.433  47.656
C  2.947  29.215  46.456
C  3.180  28.701  45.184
O  2.939  29.445  44.094
O  4.099  26.422  48.571
H  4.238  27.188  44.067
H  4.415  25.579  46.227
H  3.439  29.026  48.485
H  2.835  30.192  46.675
H  2.161  29.926  44.222
H  4.960  25.893  48.412

Atomic partial charges in e from the Löwdin method, atoms 1 to 8: number 1, C, carries -0.009; number 2, C, carries -0.103; number 3, N, carries 0.011; number 4, C, carries -0.029; number 5, C, carries 0.057; number 6, N, carries -0.040; number 7, C, carries -0.005; number 8, C, carries -0.026


ORCA calculation (the ωB97M-V functional and the def2-TZVPD basis) on a cluster of 2 separate species, C5H7NO in total in a non-equilibrium geometry.

Results
LUMO level (eV): 0.75
DFT total energy (eV): -8833.18190
Strongest force on any atom (eV/Å): 5.23
SMILES: CN=C=O.C#CC
Energy above the lowest of the compared OMol25 structures with the same formula, charge and spin (kJ/mol): 291.5
Kohn-Sham gap (eV): 10.55
Spin multiplicity: 1

Cartesian coordinates (Å):
C  0.965  0.335  2.096
C  0.560  -0.624  1.503
C  1.618  2.191  -0.279
C  -0.197  -1.555  0.701
C  -0.016  1.001  -1.736
N  0.562  1.901  -0.785
O  2.524  2.676  0.213
H  1.316  1.083  2.799
H  -0.513  -2.489  1.306
H  0.336  -1.874  -0.193
H  -1.001  -1.176  0.266
H  0.799  0.846  -2.492
H  -0.224  0.107  -1.202
H  -0.904  1.497  -2.220

Atomic partial charges in e from the Löwdin method, atoms 1 to 8: number 1, C, carries 0.089; number 2, C, carries -0.189; number 3, C, carries -0.392; number 4, C, carries -0.127; number 5, C, carries -0.085; number 6, N, carries 0.054; number 7, O, carries 0.167; number 8, H, carries 0.049


ORCA calculation (the ωB97M-V functional and the def2-TZVPD basis) on a cluster of 3 separate species, C4H8O3 in total in a non-equilibrium geometry.

Results
LUMO level (eV): 0.83
DFT total energy (eV): -10417.67501
Strongest force on any atom (eV/Å): 1.53
Energy above the lowest of the compared OMol25 structures with the same formula, charge and spin (kJ/mol): 321.2
Kohn-Sham gap (eV): 9.29
Spin multiplicity: 1

Cartesian coordinates (Å):
C  -0.035  0.146  -1.691
C  -0.389  -0.636  -0.466
O  -1.675  -1.088  -0.458
C  0.488  -0.914  0.504
O  1.826  -0.672  0.288
C  0.360  1.153  2.196
O  1.405  1.542  1.952
H  -0.936  0.437  -2.239
H  0.540  1.042  -1.438
H  0.589  -0.474  -2.340
H  -1.506  1.213  0.218
H  -1.774  -1.716  0.272
H  0.198  -1.480  1.393
H  2.174  -0.066  0.956
H  -1.264  1.515  0.851

Atomic partial charges in e from the Löwdin method, atoms 1 to 8: number 1, C, carries -0.025; number 2, C, carries -0.446; number 3, O, carries 0.018; number 4, C, carries -0.246; number 5, O, carries -0.031; number 6, C, carries 0.013; number 7, O, carries 0.041; number 8, H, carries 0.087


ORCA calculation (the ωB97M-V functional and the def2-TZVPD basis) on a cluster of 2 separate species, C5H13NO2 in total in a non-equilibrium geometry.

Results
LUMO level (eV): 0.52
DFT total energy (eV): -10979.52949
Strongest force on any atom (eV/Å): 1.73
SMILES: C=CCCNCO.O
Energy above the lowest of the compared OMol25 structures with the same formula, charge and spin (kJ/mol): 226.7
Kohn-Sham gap (eV): 9.40
Spin multiplicity: 1

Cartesian coordinates (Å):
C  1.571  0.011  -0.121
C  1.032  0.774  -1.338
C  -0.251  1.537  -1.117
C  -0.571  2.312  -0.106
N  0.583  -0.972  0.378
C  0.095  -0.735  1.722
O  0.936  -1.372  2.669
H  1.732  0.777  0.637
H  2.409  -0.592  -0.452
H  1.819  1.439  -1.714
H  0.884  0.112  -2.203
H  -0.939  1.447  -1.953
H  -1.478  2.895  0.010
H  -0.035  2.521  0.811
H  -0.189  -1.053  -0.270
H  0.152  0.337  1.936
H  -0.935  -1.066  1.798
H  1.243  -2.170  2.220
H  -2.902  -2.670  -0.528
H  -2.757  -1.649  -1.621
O  -2.397  -1.882  -0.759

Atomic partial charges in e from the Löwdin method, atoms 1 to 8: number 1, C, carries -0.206; number 2, C, carries -0.206; number 3, C, carries -0.185; number 4, C, carries -0.007; number 5, N, carries -0.048; number 6, C, carries -0.310; number 7, O, carries -0.062; number 8, H, carries 0.110


ORCA calculation (the ωB97M-V functional and the def2-TZVPD basis) on the ion C5H12NS4 with charge +1 in a non-equilibrium geometry.

Results
LUMO level (eV): -3.68
DFT total energy (eV): -50201.71036
Strongest force on any atom (eV/Å): 3.37
Total charge: +1
Energy above the lowest of the compared OMol25 structures with the same formula, charge and spin (kJ/mol): 0.0
Kohn-Sham gap (eV): 8.28
Spin multiplicity: 1

Cartesian coordinates (Å):
C  -0.855  -0.018  -0.922
C  0.959  -1.258  0.239
C  -0.511  -0.077  1.504
C  0.596  -0.512  -1.004
C  -0.887  2.089  0.412
N  -1.168  0.639  0.387
S  2.507  -1.220  0.994
S  -1.569  -1.028  2.526
S  1.697  0.940  -1.362
S  0.569  -1.689  -2.451
H  -1.054  0.678  -1.739
H  -1.516  -0.884  -1.039
H  0.491  -2.225  0.340
H  0.128  0.556  2.103
H  -1.473  2.605  -0.344
H  -1.151  2.484  1.392
H  0.169  2.275  0.231
H  -2.182  0.542  0.523
H  2.811  0.039  0.637
H  -2.000  -1.881  1.590
H  2.729  0.257  -1.852
H  1.710  -2.312  -2.167

Atomic partial charges in e from the Löwdin method, atoms 1 to 8: number 1, C, carries -0.213; number 2, C, carries -0.603; number 3, C, carries -0.552; number 4, C, carries -1.085; number 5, C, carries -0.001; number 6, N, carries -0.201; number 7, S, carries 0.835; number 8, S, carries 0.828


> Which formula does entry 5 have?

C5H7NO